Entry from OMol25: the molecule C4H8N2 (ωB97M-V/def2-TZVPD).

```
! wB97M-V def2-TZVPD RIJCOSX def2/J DEFGRID3
* xyz 0 1
N -0.370 -1.327 -0.653
N -0.940 -0.417 2.558
C -0.796 1.077 -0.608
C -0.542 -0.217 1.488
C 1.458 0.093 0.084
C -0.065 -0.096 0.076
H -1.776 1.249 -0.155
H 1.729 1.103 0.406
H 1.842 -0.077 -0.926
H -0.937 0.841 -1.667
H -1.373 -1.492 -0.652
H 0.058 -2.121 -0.182
H 1.934 -0.620 0.765
H -0.223 2.005 -0.534
*
```

Calculated values
- SMILES: CC(C)(N)C#N
- Orbital gap: 11.15 eV


Entry from OMol25: the ion C4H8N2 with charge +2 (ωB97M-V/def2-TZVPD).

```
! wB97M-V def2-TZVPD RIJCOSX def2/J DEFGRID3
* xyz 2 1
N 2.984 -0.095 -0.088
N -0.995 0.101 0.565
C -2.167 0.714 -0.148
C 1.553 0.063 0.062
C 0.388 0.251 0.225
C -1.854 -0.709 -0.367
H -3.054 1.091 0.452
H 3.631 0.126 0.708
H -1.481 -0.948 -1.381
H -2.525 -1.365 0.210
H -1.043 0.100 1.635
H 2.905 -1.134 -0.133
H -1.705 1.227 -0.962
H 3.362 0.577 -0.778
*
```

Calculated values
- SMILES: [NH3+]C#C[NH+]1CC1
- Orbital gap: 12.71 eV


Entry from OMol25: the ion C4H8N2 with charge +2 (ωB97M-V/def2-TZVPD).

```
! wB97M-V def2-TZVPD RIJCOSX def2/J DEFGRID3
* xyz 2 3
N 0.345 -0.229 -0.789
N -1.813 -0.285 -0.150
C 1.817 -0.416 -1.039
C 0.732 -0.600 -1.943
C -0.337 0.599 1.462
C -0.653 0.129 0.143
H 0.555 0.350 2.031
H -0.257 1.649 1.353
H 0.443 -0.977 -2.852
H 2.475 0.387 -1.031
H 2.313 -1.399 -0.626
H -2.653 -0.282 0.357
H -1.921 -0.880 -0.930
H -1.172 0.447 2.224
*
```

Calculated values
- Orbital gap (alpha / beta): 8.81 / 6.81 eV